Record 1
This record from OMol25 describes a cluster of 2 separate species, C25H30BO4 in total in a non-equilibrium geometry. The level of theory is the ωB97M-V functional and the def2-TZVPD basis.

Its energy relative to the best compared isomer or geometry (same formula, charge and spin) is 0.000 eV. As for the charge: +1. The total energy is -1296.2378 hartree. The HOMO energy is -9.86 eV. The molar mass comes out at 405.32 g/mol.

Last column: Löwdin charge in e.
Cartesian coordinates (Å):
C 7.70 0.55 -1.37  -0.02
C 6.58 -0.33 -1.09  -0.32
C 6.55 -1.68 -0.83  -0.02
C 5.18 -2.02 -0.66  0.00
C 4.44 -0.86 -0.80  -0.09
B 2.91 -0.70 -0.86  -0.60
O 2.09 -1.78 -0.67  0.16
C 0.84 -1.31 -1.21  -0.45
C 0.74 -1.78 -2.67  0.00
C -0.25 -1.99 -0.41  0.00
C 0.98 0.28 -1.09  -0.43
C 0.29 1.07 -2.17  0.01
C 0.59 0.80 0.30  0.02
O 2.39 0.51 -1.24  0.17
O 5.31 0.19 -1.08  0.07
H 8.62 -0.04 -1.33  0.09
H 7.63 1.01 -2.36  0.09
H 7.78 1.35 -0.62  0.09
H 7.41 -2.34 -0.79  0.11
H 4.78 -3.00 -0.45  0.12
H -0.25 -1.57 -3.08  0.09
H 1.50 -1.30 -3.30  0.11
H 0.90 -2.87 -2.70  0.10
H -1.24 -1.71 -0.80  0.06
H -0.15 -3.08 -0.50  0.11
H -0.21 -1.72 0.65  0.09
H -0.79 0.86 -2.17  0.05
H 0.41 2.15 -1.99  0.10
H 0.70 0.83 -3.16  0.10
H -0.49 0.71 0.45  0.04
H 1.09 0.24 1.11  0.11
H 0.84 1.86 0.39  0.11
C -3.65 -2.23 5.52  -0.03
O -4.09 -2.57 4.18  -0.04
C -3.77 -1.73 3.16  -0.22
C -4.15 -2.14 1.86  0.04
C -3.76 -1.40 0.77  0.00
C -2.97 -0.21 0.91  -0.21
C -2.51 0.46 -0.28  0.08
C -2.63 1.88 -0.50  -0.20
C -2.80 2.35 -1.85  -0.02
C -2.59 3.68 -2.17  -0.04
C -2.25 4.60 -1.17  -0.02
C -2.24 4.19 0.17  -0.04
C -2.52 2.87 0.51  0.01
C -2.62 0.19 2.22  0.00
C -3.05 -0.52 3.33  0.02
H -3.93 -3.10 6.11  0.10
H -2.56 -2.07 5.56  0.10
H -4.17 -1.34 5.89  0.10
H -4.73 -3.05 1.75  0.14
H -4.07 -1.70 -0.23  0.13
H -2.56 -0.14 -1.20  0.12
H -3.07 1.62 -2.62  0.13
H -2.68 4.00 -3.21  0.12
H -2.01 5.63 -1.43  0.12
H -2.02 4.92 0.96  0.12
H -2.65 2.61 1.56  0.11
H -1.99 1.06 2.38  0.11
H -2.81 -0.17 4.34  0.12

Record 2
This record from OMol25 describes an isolated molecule of C4H6O2 in a non-equilibrium geometry. The level of theory is the ωB97M-V functional and the def2-TZVPD basis.

Its energy relative to the best compared isomer or geometry (same formula, charge and spin) is 2.831 eV. As for the charge: 0. The total energy is -306.4023 hartree. The HOMO energy is -9.85 eV. Its SMILES is CC(=O)CC=O. The molar mass comes out at 86.09 g/mol.

Last column: Löwdin charge in e.
Cartesian coordinates (Å):
C -1.26 -1.19 -0.38  -0.04
C 0.22 -0.58 -0.43  -0.52
O 1.17 -1.29 -0.65  0.07
C 0.21 0.75 0.20  -0.05
C 1.51 1.50 0.49  -0.21
O 1.54 2.67 0.79  0.05
H -2.12 -0.61 0.04  0.09
H -1.22 -2.16 0.14  0.09
H -1.45 -1.33 -1.43  0.08
H -0.63 1.41 0.02  0.13
H -0.41 -0.09 0.83  0.17
H 2.45 0.92 0.38  0.13

Record 3
This record from OMol25 describes an isolated molecule of C5H11FSi in a non-equilibrium geometry. The level of theory is the ωB97M-V functional and the def2-TZVPD basis.

Its energy relative to the best compared isomer or geometry (same formula, charge and spin) is 0.274 eV. As for the charge: 0. The total energy is -586.4768 hartree. The HOMO energy is -9.80 eV. Its SMILES is C=C[Si@@](C)(F)CC. The molar mass comes out at 118.23 g/mol.

Last column: Löwdin charge in e.
Cartesian coordinates (Å):
C 1.66 0.10 2.32  -0.05
C 0.39 -0.07 1.98  -0.18
Si -0.23 -0.64 0.22  0.57
C 1.00 -1.97 -0.65  -0.17
F -1.67 -1.39 0.33  -0.17
C -0.57 0.68 -1.12  -0.33
C -1.99 1.29 -0.84  -0.18
H 1.84 0.40 3.29  0.03
H 2.40 0.03 1.65  0.01
H -0.35 0.30 2.67  0.04
H 0.51 -2.90 -0.66  -0.02
H 1.18 -1.65 -1.77  0.05
H 2.03 -1.95 -0.10  0.04
H 0.12 1.50 -1.08  0.04
H -0.22 0.28 -2.13  0.08
H -2.17 1.58 0.24  0.07
H -2.10 2.30 -1.45  0.10
H -2.75 0.45 -1.04  0.07

Record 4
This record from OMol25 describes a structure of composition C4H5CrO2 in a non-equilibrium geometry. The level of theory is the ωB97M-V functional and the def2-TZVPD basis.

Its energy relative to the best compared isomer or geometry (same formula, charge and spin) is 2.285 eV. As for the charge: 0. The total energy is -1350.1526 hartree. The HOMO energy (spin up / spin down) is -8.00 / -9.31 eV. Its spin multiplicity is 6. The molar mass comes out at 137.08 g/mol.

Last column: Mulliken spin population.
Cartesian coordinates (Å):
H 0.55 -1.09 3.01  -0.17
O 1.83 -0.18 0.41  0.05
C 0.41 0.38 -1.29  -0.14
C -0.81 0.48 -1.07  0.40
C 1.71 0.13 -0.93  0.60
C -2.07 0.32 -0.33  0.01
O -1.76 -0.23 0.89  0.09
Cr 0.01 -0.54 1.49  4.10
H 2.74 -0.33 0.69  0.00
H -2.61 1.29 -0.27  0.01
H 2.62 0.12 -1.54  0.01
H -2.62 -0.36 -1.05  0.02